# 1
C42H50HfI2N8O2P | ωB97M-V/def2-TZVPD

XYZ file:
```
106
Properties=species:S:1:pos:R:3:forces:R:3:lowdin_charge:R:1
Hf -0.4921 1.0004 0.5062 0.2 -1.4 0.0 1.68
C -1.9603 -1.5181 3.3261 0.1 -0.1 0.0 -0.02
C -0.7126 -0.9676 2.6918 -0.3 0.2 0.2 -0.22
C -0.3134 0.3431 3.0582 -0.2 0.5 0.0 -0.27
C -1.2115 1.2037 3.9304 0.0 -0.2 0.0 -0.02
C 0.9839 0.8047 2.7374 -0.2 0.2 0.1 -0.24
C 1.5058 2.0609 3.3922 0.0 0.0 0.0 0.01
C 1.7887 0.0476 1.8641 0.1 0.2 0.0 -0.22
C 3.1368 0.5896 1.4638 0.0 -0.1 0.0 -0.01
C 1.3805 -1.2505 1.4935 0.0 0.0 -0.1 -0.18
C 2.3169 -2.1444 0.7351 0.1 0.0 0.0 -0.01
C 0.1484 -1.7710 1.9342 0.1 -0.2 -0.1 -0.18
C -0.1323 -3.2331 1.6837 0.0 0.0 0.1 -0.01
H -2.7161 -0.7578 3.4832 0.0 0.0 0.0 0.06
H -1.6947 -1.8987 4.3175 0.0 0.0 0.0 0.13
H -2.4069 -2.3377 2.7733 0.0 0.0 0.0 0.06
H -1.1811 0.8680 4.9700 0.0 0.0 0.0 0.12
H -2.2524 1.1533 3.6134 0.0 0.0 0.0 0.07
H -0.9107 2.2464 3.9086 0.0 0.0 0.0 0.08
H 1.1628 2.9723 2.8983 0.0 0.0 0.0 0.09
H 2.5908 2.0802 3.4018 0.0 0.0 -0.1 0.10
H 1.1806 2.1060 4.4300 0.0 0.0 0.0 0.11
H 3.8862 0.3008 2.2063 0.0 0.0 0.0 0.12
H 3.1251 1.6750 1.3972 0.0 0.0 0.0 0.04
H 3.4741 0.1990 0.5066 0.0 0.0 0.0 0.06
H 3.0143 -1.6004 0.1033 0.0 0.0 0.0 0.07
H 1.8016 -2.8767 0.1200 0.0 0.0 0.0 0.08
H 2.9191 -2.7025 1.4613 0.0 0.0 0.0 0.13
H -0.2607 -3.4560 0.6222 0.0 0.0 0.0 0.08
H -1.0042 -3.5968 2.2166 0.0 0.0 0.0 0.08
H 0.7124 -3.8327 2.0258 0.0 0.0 0.0 0.11
I 3.0633 4.7286 0.3279 -0.1 0.1 0.0 1.05
C 1.0391 4.9662 0.7410 0.3 -0.4 -0.3 -0.62
C 0.4908 6.2264 1.0629 0.1 0.2 0.0 -0.18
C -0.8396 6.3847 1.3272 -0.3 0.4 0.1 -0.64
I -1.5668 8.2903 1.7846 0.1 -0.2 0.0 1.05
C -1.7168 5.2614 1.2974 0.1 -0.1 0.0 -0.19
C -3.0970 5.2691 1.5642 -0.1 -0.1 0.0 0.03
C -3.8112 4.0909 1.5126 -0.1 0.3 0.0 0.00
C -3.1590 2.9028 1.2120 0.2 -0.1 0.0 -0.11
N -1.8555 2.8327 0.9531 -0.1 0.1 0.2 -0.01
C -1.1483 4.0169 0.9796 0.0 -0.5 -0.1 -0.15
C 0.2190 3.8767 0.6737 -0.2 0.1 0.2 -0.39
O 0.5954 2.5962 0.4170 0.2 0.1 0.0 -0.29
H 1.1443 7.0881 1.0975 0.0 0.0 0.0 0.10
H -3.5918 6.2002 1.8120 0.0 0.0 0.0 0.09
H -4.8727 4.0780 1.7156 0.0 0.0 0.0 0.13
H -3.7090 1.9751 1.1872 0.0 0.0 0.0 0.06
C -1.9803 2.3985 -3.9142 -0.1 0.1 -0.3 0.02
C -1.5992 1.9155 -2.6049 0.0 0.0 0.0 -0.13
N -1.3009 1.5246 -1.5687 -0.1 0.4 -0.1 0.09
H -3.0236 2.1534 -4.1195 0.0 -0.1 0.1 0.11
H -1.3597 1.9464 -4.6879 0.1 -0.1 0.1 0.11
H -1.8658 3.4818 -3.9673 0.0 0.0 0.1 0.12
C -5.2891 -2.7091 0.4645 0.1 0.1 0.0 -0.14
N -4.2607 -2.9198 -0.5567 -0.1 0.0 0.0 -0.13
C -4.7273 -2.3572 -1.8231 0.0 0.0 0.0 -0.15
N -5.0617 -0.9373 -1.7195 0.0 0.0 0.0 -0.14
C -6.0721 -0.7620 -0.6740 0.1 0.0 0.0 -0.15
N -5.6354 -1.2956 0.6159 0.0 -0.1 0.0 -0.13
C -4.5712 -0.5239 1.2100 0.0 0.0 -0.1 -0.29
P -3.0196 -0.5325 0.1145 -0.1 0.0 0.0 0.99
C -2.9714 -2.4006 -0.1670 0.0 0.0 0.0 -0.31
C -3.8921 -0.1169 -1.4986 0.0 0.0 0.1 -0.33
H -4.9473 -3.1081 1.4206 0.0 0.0 0.0 0.14
H -6.1848 -3.2537 0.1712 0.0 0.0 0.0 0.14
H -5.6217 -2.8940 -2.1349 0.0 0.0 0.0 0.14
H -3.9608 -2.4972 -2.5875 0.0 0.0 0.0 0.14
H -6.9731 -1.2910 -0.9798 0.0 0.0 0.0 0.14
H -6.3119 0.2970 -0.5694 0.0 0.0 0.0 0.14
H -4.3283 -0.9310 2.1881 0.0 0.0 0.0 0.08
H -4.9280 0.4964 1.3489 0.0 0.0 0.0 0.08
H -2.6277 -2.9027 0.7358 0.0 0.0 0.0 0.07
H -2.2605 -2.6227 -0.9653 0.0 0.0 0.0 0.08
H -3.1892 -0.2655 -2.3203 0.0 0.0 0.0 0.08
H -4.1857 0.9365 -1.4837 0.0 0.0 0.0 0.09
C 5.8679 -3.9704 0.5160 0.0 0.1 -0.1 -0.04
C 5.5713 -3.1341 -0.7032 0.0 0.0 0.1 -0.28
C 5.7952 -1.7568 -0.7055 0.0 0.0 0.0 -0.04
C 5.5878 -0.9975 -1.8484 0.0 0.1 0.0 -0.02
C 5.1286 -1.6033 -3.0105 0.0 0.1 -0.1 -0.26
N 4.9374 -0.8486 -4.2150 0.1 -0.3 0.0 0.14
C 4.3928 0.3928 -4.2978 0.1 0.3 0.3 -0.52
O 4.6321 1.2203 -5.1362 0.0 -0.1 -0.1 0.13
N 3.4982 0.7355 -3.2367 -0.2 0.0 -0.1 0.15
C 2.4749 -0.0203 -2.7174 0.2 -0.1 -0.1 -0.20
C 2.0824 -1.2729 -3.2070 0.0 -0.1 0.0 0.05
C 1.0253 -1.9354 -2.6110 0.1 0.0 -0.1 0.00
C 0.3642 -1.3605 -1.5458 0.0 0.0 0.0 -0.16
N 0.7279 -0.1645 -1.0684 0.0 0.5 0.0 -0.09
C 1.7625 0.4820 -1.6338 -0.2 0.1 0.1 -0.06
C 4.8971 -2.9701 -3.0246 0.0 -0.1 0.0 -0.02
C 5.1216 -3.7249 -1.8815 0.0 0.0 0.0 -0.02
H 5.9137 -3.3617 1.4184 0.0 0.0 0.0 0.08
H 6.8364 -4.4614 0.4049 0.0 0.0 0.0 0.10
H 5.1283 -4.7593 0.6544 0.0 0.0 0.0 0.08
H 6.1864 -1.2783 0.1854 0.0 0.0 0.0 0.12
H 5.8205 0.0609 -1.8529 0.0 0.0 0.0 0.12
H 5.5451 -1.0668 -4.9942 0.0 0.0 0.0 0.17
H 3.3935 1.7396 -3.1917 0.0 0.0 0.0 0.16
H 2.5907 -1.7056 -4.0565 0.0 0.0 0.0 0.13
H 0.7098 -2.9023 -2.9800 0.0 0.0 0.0 0.13
H -0.4559 -1.8610 -1.0515 0.0 0.0 0.0 0.07
H 2.0190 1.4524 -1.2235 0.0 0.0 0.0 0.11
H 4.5681 -3.4519 -3.9388 0.0 0.0 0.0 0.12
H 4.9633 -4.7965 -1.9120 0.0 0.0 0.0 0.12
```
Forces are in eV/Å.

As for the energy above the lowest of the compared OMol25 structures with the same formula, charge and spin: 8.25 kJ/mol. The net charge is +3. The value obtained for the lowest unoccupied orbital energy is -0.323 Eh. Its strongest force on any atom is 1.4 eV/A. As for the electronic energy: -3203.0593 Eh.

---

# 2
C3H9NO2 | ωB97M-V/def2-TZVPD

XYZ file:
```
15
Properties=species:S:1:pos:R:3:forces:R:3:lowdin_charge:R:1
C -0.7807 -0.6897 -0.7842 -0.4 4.2 -1.6 -0.07
N 0.2133 -0.7250 0.2509 -0.2 0.4 0.8 -0.21
C 1.1780 -1.7842 0.1992 0.8 -1.0 0.7 -0.08
C 0.2949 0.2585 1.2079 1.8 -0.9 3.3 -0.34
O -0.1242 1.3863 1.2096 -0.8 0.2 -1.1 0.01
H -1.4882 0.1955 -0.5611 0.8 -1.7 0.0 0.11
H -1.2951 -1.5995 -0.8890 -0.7 -1.2 0.2 0.06
H -0.4285 -0.3749 -1.8382 0.1 -0.7 1.5 0.12
H 1.9666 -1.5593 -0.4835 1.0 0.8 -0.3 0.07
H 0.8366 -2.7035 -0.2920 -0.8 0.1 0.7 0.09
H 1.6405 -2.0046 1.1995 -0.6 0.2 -0.9 0.10
H 0.8509 0.0001 2.3312 -0.9 -0.4 -3.3 0.19
O -0.9131 3.5771 -0.6264 5.4 0.9 0.3 -0.05
H -1.6915 3.1442 -0.6166 -4.2 -2.2 0.1 -0.05
H -0.2597 2.8790 -0.3072 -1.3 1.4 -0.4 0.04
```
Forces are in eV/Å.

As for the energy above the lowest of the compared OMol25 structures with the same formula, charge and spin: 201.60 kJ/mol. As for the SMILES: CN(C)C=O.O. The value obtained for the lowest unoccupied orbital energy is 0.024 Eh. Its strongest force on any atom is 5.5 eV/A. As for the electronic energy: -324.8958 Eh.

---

# 3
C3H7NO | ωB97M-V/def2-TZVPD

XYZ file:
```
12
Properties=species:S:1:pos:R:3:forces:R:3:lowdin_charge:R:1
C -0.5523 -1.4831 -0.7002 -1.1 0.4 1.5 -0.06
C -1.0555 -2.9010 -0.8206 2.0 0.0 -0.7 -0.33
O -1.3533 -3.5769 0.1242 -0.6 0.0 0.0 0.05
H 0.3540 -1.1843 -1.2197 -0.1 -0.4 -0.3 0.07
H -1.3605 -0.7887 -0.9424 0.0 0.0 -0.4 0.08
H -0.4371 -1.3456 0.3801 0.3 0.1 -0.1 0.08
H -0.8980 -3.3437 -1.8273 -0.6 -0.1 0.0 0.11
C 1.1605 2.5646 1.0322 1.0 -1.0 0.9 -0.17
N 0.7331 3.5494 0.3948 1.2 0.9 -0.8 0.02
H 1.0576 2.2590 2.0858 -0.3 0.9 0.2 0.06
H 1.8775 1.8631 0.5848 -0.8 -0.2 -0.8 0.05
H 0.4740 4.3873 0.9083 -1.1 -0.6 0.5 0.04
```
Forces are in eV/Å.

As for the energy above the lowest of the compared OMol25 structures with the same formula, charge and spin: 256.38 kJ/mol. As for the SMILES: CC=O.C=N. The value obtained for the lowest unoccupied orbital energy is 0.033 Eh. Its strongest force on any atom is 2.1 eV/A. As for the electronic energy: -248.4288 Eh.

---

# 4
C5H12N3 | ωB97M-V/def2-TZVPD

XYZ file:
```
20
Properties=species:S:1:pos:R:3:forces:R:3:lowdin_charge:R:1
C 2.1486 1.3366 -0.0438 -1.3 0.8 -1.9 -0.09
N 2.7266 0.0112 0.0323 -1.1 1.5 -0.8 -0.06
N 1.9317 -1.1265 0.2526 -1.6 1.2 0.7 0.04
C 0.6509 -1.5512 0.2510 0.7 0.8 -1.2 -0.02
C -0.6795 -1.1305 0.0990 -0.6 -1.2 -0.2 -0.06
C -1.5278 -0.0511 0.2718 -0.8 -0.4 -0.4 -0.34
C -2.9358 -0.2185 -0.2586 -1.1 -1.5 4.3 0.00
N -1.2059 1.1164 0.7698 -2.4 0.9 0.0 0.20
H 1.0553 1.3430 -0.4002 1.7 -0.2 0.5 0.09
H 2.2480 1.8539 0.8981 -0.3 0.4 0.4 0.08
H 2.6924 1.9420 -0.8393 -0.5 -0.8 1.0 0.11
H 3.5520 0.1165 0.6078 -0.2 -1.2 0.5 0.14
H 2.5965 -1.8064 0.1426 1.2 -2.8 -0.1 0.12
H 0.5676 -2.6120 0.0450 1.2 -0.2 0.5 0.13
H -1.2869 -2.0295 -0.1842 0.7 1.0 0.3 0.13
H -2.8463 -0.4673 -1.2447 -0.2 0.1 -2.9 0.06
H -3.6070 0.5527 0.0891 0.1 0.9 -0.8 0.08
H -3.5407 -1.1037 0.1768 1.6 0.8 -0.4 0.14
H -1.9578 1.8279 0.9591 1.6 -1.0 -0.3 0.17
H -0.2546 1.2579 0.9362 1.2 0.9 0.8 0.07
```
Forces are in eV/Å.

As for the energy above the lowest of the compared OMol25 structures with the same formula, charge and spin: 352.22 kJ/mol. The net charge is +1. As for the SMILES: CN/[NH+]=C\C=C(\C)N. The value obtained for the lowest unoccupied orbital energy is -0.146 Eh. Its strongest force on any atom is 4.6 eV/A. As for the electronic energy: -361.6340 Eh.